(1)
{"formula": "C37H31N3P2PdSTe", "method": "the ωB97M-V functional and the def2-TZVPD basis", "elements": ["Te", "Pd", "S", "P", "P", "N", "N", "N", "C", "C", "C", "C", "C", "C", "C", "C", "C", "C", "C", "C", "C", "C", "C", "C", "C", "C", "C", "C", "C", "C", "C", "C", "C", "C", "C", "C", "C", "C", "C", "C", "C", "C", "C", "C", "C", "H", "H", "H", "H", "H", "H", "H", "H", "H", "H", "H", "H", "H", "H", "H", "H", "H", "H", "H", "H", "H", "H", "H", "H", "H", "H", "H", "H", "H", "H", "H"], "positions_angstrom": [[2.7807, 4.0923, -1.1005], [-0.5741, 0.5501, 1.5247], [1.8237, 4.2121, 2.1060], [1.9326, 0.3435, -0.0687], [-1.2054, 3.2534, 0.1835], [-1.0186, -1.1633, 0.2584], [7.4482, 4.2177, 0.4912], [0.4341, 2.9232, -0.2168], [-1.6477, 5.6598, 1.6604], [-1.6830, 2.5792, 1.8419], [-3.5759, 1.8276, 3.1811], [7.0695, 4.8035, -0.6465], [5.7680, 4.8252, -1.1155], [-1.6133, 7.0371, 1.8230], [-1.8463, -1.2745, 1.3342], [1.2063, 1.8661, 0.5277], [-3.2364, -0.9884, 1.2674], [-0.5462, 5.8840, -0.4519], [2.1006, -2.4583, 2.9593], [-2.7104, 1.4695, 4.2138], [2.4600, -0.3186, 3.9862], [2.3436, 0.3006, 2.7510], [2.1153, -0.4556, 1.5938], [-3.0579, 2.3286, 1.9988], [-1.0286, 7.8442, 0.8563], [4.1125, 0.8710, -1.7443], [4.7557, 4.1935, -0.3897], [5.4374, 0.9965, -2.1316], [6.1307, 0.3259, 0.0577], [1.6278, 3.2422, 0.6704], [1.9942, -1.8374, 1.7184], [-1.3475, 1.6811, 4.0760], [-3.7710, -0.4767, 0.1188], [6.4719, 3.6322, 1.1896], [-1.5575, -0.5516, -0.8304], [6.4578, 0.7255, -1.2283], [5.1411, 3.5896, 0.8058], [4.7989, 0.2235, 0.4454], [-1.1073, 5.0610, 0.5245], [2.3360, -1.7011, 4.0972], [-2.8860, -0.2339, -0.9566], [3.7596, 0.5059, -0.4423], [-5.2275, -0.1246, 0.0034], [-0.8131, 2.2937, 2.9256], [-0.4908, 7.2589, -0.2819], [-5.7759, -0.8736, -0.5761], [-5.3532, 0.8359, -0.5021], [4.5739, -0.0725, 1.4623], [-2.0215, 7.4797, 2.7251], [-0.6733, 1.4249, 4.8858], [6.9144, 0.1179, 0.7778], [-0.9803, 8.9184, 0.9952], [-0.0113, 7.8723, -1.0362], [2.4110, -2.1805, 5.0671], [5.6740, 1.3196, -3.1393], [3.3257, 1.0814, -2.4587], [4.4092, 3.1089, 1.4414], [7.8579, 5.2870, -1.2191], [5.5467, 5.3290, -2.0503], [-3.1000, 1.0214, 5.1216], [1.7783, -2.4242, 0.8329], [2.6365, 0.2849, 4.8697], [-3.8484, -1.1422, 2.1488], [-3.7183, 2.5330, 1.1613], [6.7739, 3.1564, 2.1186], [0.1937, 2.6957, 2.9253], [7.4953, 0.8379, -1.5212], [1.9854, -3.5343, 3.0361], [-3.2365, 0.2469, -1.8619], [2.4028, 1.3838, 2.6800], [-4.6446, 1.6708, 3.2820], [-0.1131, 5.4370, -1.3388], [-2.0700, 5.0405, 2.4426], [-1.4615, -1.8699, 2.1580], [-0.8490, -0.3328, -1.6220], [-5.6905, -0.0528, 0.9890]], "total_charge": -2, "lumo_ev": 4.254, "energy_ev": -83526.0983, "homo_lumo_gap_ev": 4.713, "homo_energy_ev": -0.5, "de_lowest_ev": 0.360}

***

(2)
{"formula": "C11H78NO27", "method": "the ωB97M-V functional and the def2-TZVPD basis", "elements": ["O", "O", "O", "O", "O", "O", "O", "O", "O", "O", "O", "O", "O", "O", "O", "O", "O", "O", "O", "O", "O", "O", "O", "O", "O", "O", "O", "N", "C", "C", "C", "C", "C", "C", "C", "C", "C", "C", "C", "H", "H", "H", "H", "H", "H", "H", "H", "H", "H", "H", "H", "H", "H", "H", "H", "H", "H", "H", "H", "H", "H", "H", "H", "H", "H", "H", "H", "H", "H", "H", "H", "H", "H", "H", "H", "H", "H", "H", "H", "H", "H", "H", "H", "H", "H", "H", "H", "H", "H", "H", "H", "H", "H", "H", "H", "H", "H", "H", "H", "H", "H", "H", "H", "H", "H", "H", "H", "H", "H", "H", "H", "H", "H", "H", "H", "H", "H"], "positions_angstrom": [[22.2330, 23.6320, 16.9740], [22.1860, 21.7370, 14.8260], [29.6800, 14.5170, 14.4660], [23.3710, 17.7950, 14.4500], [29.1510, 22.2990, 10.8370], [25.4960, 24.2560, 14.1660], [29.9530, 14.3900, 17.3450], [31.7380, 19.1370, 13.1730], [28.6320, 18.4540, 20.7290], [28.0090, 24.9040, 15.5620], [24.3540, 16.9120, 10.1210], [21.5570, 21.8060, 19.1260], [31.0470, 21.8030, 12.7250], [30.1610, 16.2240, 21.3320], [28.8920, 15.7360, 10.9090], [27.0460, 24.5070, 18.1060], [24.1360, 22.0840, 13.0350], [23.9700, 16.5970, 18.0720], [30.8630, 16.5680, 12.9660], [24.6210, 24.8770, 16.7420], [32.3270, 15.2020, 18.8180], [26.8540, 16.5680, 9.1070], [31.3260, 21.0570, 16.8900], [26.3030, 17.1610, 19.6250], [26.8940, 14.4550, 14.9160], [29.1210, 20.7480, 19.2540], [29.4000, 22.4480, 15.5410], [27.4940, 19.2780, 14.9020], [25.0750, 20.2230, 18.5760], [26.8760, 18.2310, 12.6870], [27.6260, 20.2860, 13.7850], [25.1100, 21.1650, 17.3810], [27.2570, 18.0730, 14.2020], [28.6730, 19.3140, 15.8350], [26.2380, 21.0620, 16.5340], [29.7710, 17.7410, 17.5120], [26.1830, 19.6880, 15.6280], [28.4690, 18.1310, 16.8340], [26.8070, 19.7570, 12.5690], [26.9080, 24.0420, 18.8870], [28.7580, 20.2810, 13.4320], [27.6000, 25.3180, 18.2850], [22.2870, 23.0090, 17.6750], [25.3250, 25.2250, 13.9670], [29.2680, 21.6960, 10.0660], [30.6690, 22.1140, 13.5340], [27.4740, 21.3890, 14.0280], [22.8600, 21.7570, 14.0850], [23.8700, 17.6300, 10.0490], [25.9810, 16.2580, 9.5440], [29.9440, 20.5620, 18.8350], [25.8830, 17.9930, 12.4530], [25.3010, 19.8940, 15.0650], [24.1310, 20.1330, 19.2500], [29.5020, 17.0240, 21.0330], [29.4480, 13.7270, 17.5490], [24.4020, 25.6160, 17.1500], [25.8020, 18.8800, 16.1970], [28.9150, 18.7790, 19.9380], [30.2090, 15.3220, 14.2600], [29.0890, 14.8550, 10.3210], [29.6630, 21.9410, 16.1900], [28.1080, 17.3070, 16.4730], [29.6390, 17.1860, 18.3040], [31.5050, 20.6770, 15.9460], [30.0590, 22.1750, 11.2830], [26.1060, 20.4750, 19.0350], [22.1550, 21.8430, 19.9770], [26.2960, 16.2520, 19.9280], [25.6930, 17.3710, 18.9040], [27.2820, 20.2530, 11.7220], [31.1950, 20.8750, 12.8980], [25.0490, 24.2890, 14.9980], [23.5820, 16.2110, 10.2620], [24.1930, 20.9990, 16.9700], [26.3590, 17.6150, 14.7010], [29.5800, 18.9200, 15.2460], [28.8860, 23.2940, 15.4820], [29.9890, 14.4480, 16.2830], [24.9810, 22.0940, 18.0110], [32.2290, 19.2020, 14.0190], [22.4370, 22.4380, 15.3400], [29.6140, 16.2040, 11.3080], [23.2040, 16.4710, 18.7240], [32.0560, 21.6180, 17.1030], [27.7150, 18.4190, 17.5770], [23.6810, 22.4470, 12.3200], [23.1000, 24.0230, 16.7900], [27.9440, 17.2630, 14.3580], [25.1040, 19.2160, 18.3000], [27.8270, 14.6880, 14.7470], [27.5390, 16.3380, 9.8140], [25.8630, 20.1270, 12.6570], [26.1520, 22.0100, 15.9630], [27.1490, 24.6360, 15.1090], [27.6880, 17.9100, 12.1840], [31.6670, 15.1740, 18.3050], [25.6040, 24.9010, 17.2240], [20.7220, 22.0020, 19.4110], [23.8070, 16.0170, 17.3790], [28.1000, 24.6340, 16.4930], [29.0700, 20.0590, 16.3150], [30.1260, 16.1950, 22.2000], [26.3030, 14.4040, 14.1360], [22.5650, 18.2460, 14.8640], [30.2340, 18.6590, 17.8890], [31.0390, 17.4340, 13.1640], [27.1780, 21.0140, 17.1060], [30.2870, 13.8710, 14.5610], [31.6740, 16.1560, 12.9930], [32.0150, 15.6190, 19.5320], [24.7590, 22.7780, 13.4500], [23.1720, 17.6140, 13.4590], [27.8170, 17.9120, 20.5900], [29.4190, 21.1940, 20.0660], [30.3780, 17.1500, 16.7330], [32.2660, 19.0220, 12.3720]], "total_charge": 1, "lumo_ev": -2.923, "energy_ev": -69432.0208, "homo_lumo_gap_ev": 8.880, "homo_energy_ev": -11.8, "de_lowest_ev": 0.317}

***

(3)
{"formula": "C6H9N", "method": "the ωB97M-V functional and the def2-TZVPD basis", "elements": ["N", "C", "C", "C", "C", "C", "C", "H", "H", "H", "H", "H", "H", "H", "H", "H"], "positions_angstrom": [[-2.0586, -0.1516, -1.5541], [-1.1044, 0.1198, -0.9212], [-0.0978, -1.7112, 0.8075], [-0.4884, 0.7780, 1.1672], [-0.0895, -0.3029, 0.2298], [0.3515, 1.3971, -1.0891], [1.1133, 0.1709, -0.5683], [0.5543, 2.3483, -0.6138], [-1.0751, -1.9493, 1.2356], [0.2187, 1.5053, -2.1631], [-0.2353, 0.6824, 2.2245], [1.3987, -0.5349, -1.3590], [0.1365, -2.4543, 0.0390], [0.6579, -1.7954, 1.5978], [1.9940, 0.4174, 0.0380], [-1.2759, 1.4805, 0.9293]], "total_charge": 0, "lumo_ev": [-0.824, -0.112], "energy_ev": -7852.4776, "homo_lumo_gap_ev": [7.881, 8.276], "homo_energy_ev": [-8.7, -8.4], "de_lowest_ev": 5.682}

***

(4)
{"formula": "C11H5HfN2O5", "method": "the ωB97M-V functional and the def2-TZVPD basis", "elements": ["Hf", "O", "O", "O", "O", "O", "N", "N", "C", "C", "C", "C", "C", "C", "C", "C", "C", "C", "C", "H", "H", "H", "H", "H"], "positions_angstrom": [[1.0651, 0.6546, -1.0439], [4.0773, -0.6379, -1.2371], [3.7443, 1.7031, -3.1089], [0.0906, 2.9870, 0.6367], [-1.0622, -0.7236, -3.2264], [-0.5070, 2.8266, -2.9019], [-0.0891, -0.4655, 0.5850], [-4.4995, -0.0227, 2.6167], [-1.2922, -0.0149, 1.0328], [0.2954, -1.7244, 0.9155], [-0.5373, -2.5857, 1.6515], [3.0188, -0.1052, -1.1160], [-2.1744, -0.8461, 1.7421], [-3.4647, -0.3705, 2.1911], [-0.2330, -0.2970, -2.5126], [-1.7906, -2.1456, 2.0665], [2.6828, 1.3021, -2.9080], [0.2219, 2.2015, -2.2544], [1.2154, 2.5405, 0.2717], [-1.5365, 1.0339, 0.8352], [1.2881, -2.0359, 0.5476], [-0.1625, -3.5899, 1.8843], [-2.4806, -2.7621, 2.6494], [2.1299, 3.0774, 0.6832]], "total_charge": 3, "lumo_ev": [-15.660, -15.659], "energy_ev": -25973.8095, "homo_lumo_gap_ev": [4.332, 4.334], "homo_energy_ev": [-20.0, -20.0], "de_lowest_ev": 0.040}

***

Question: Which formula does entry 4 have?
Answer: C11H5HfN2O5

***

Question: Which formula does entry 3 have?
Answer: C6H9N